Record 1
{
  "formula": "C4H5NO2",
  "method": "ωB97M-V/def2-TZVPD",
  "species": ["O", "C", "C", "O", "N", "C", "C", "H", "H", "H", "H", "H"],
  "xyz": [[1.586, 1.238, -0.649], [1.849, 0.157, -0.181], [0.855, -0.764, 0.532], [1.334, -1.776, 0.983], [-0.528, -0.538, 0.624], [-1.256, -0.279, -0.622], [-1.206, 0.741, 0.439], [2.857, -0.315, -0.210], [-2.135, -0.900, -0.763], [-0.674, -0.040, -1.510], [-0.639, 1.640, 0.236], [-2.043, 0.836, 1.123]],
  "atomic_forces_ev_per_a": [[0.1898, -0.6834, 0.2487], [-0.0149, 0.6599, -0.2202], [-0.0342, -0.5294, 0.2221], [-0.0387, 0.2990, -0.1312], [0.1949, -0.2913, 0.1527], [-0.2372, 0.1073, -0.3356], [-0.0271, 0.2941, 0.1113], [-0.2009, 0.2632, -0.0575], [0.1347, 0.0729, -0.0339], [-0.0858, -0.1869, 0.1059], [0.0377, -0.0960, 0.0543], [0.0817, 0.0904, -0.1166]],
  "max_force_ev_per_a": 0.752,
  "smiles": "O=CC(=O)N1CC1",
  "energy_ev": -9811.9179,
  "de_lowest_kj_mol": 231.3,
  "gap_ev": 9.236,
  "e_lumo_ha": -0.020
}


Record 2
{
  "formula": "C2H2OS3",
  "method": "ωB97M-V/def2-TZVPD",
  "species": ["C", "C", "O", "S", "S", "S", "H", "H"],
  "xyz": [[0.859, -0.123, 0.383], [0.058, 0.604, -0.467], [-1.800, 1.460, -1.983], [0.792, -1.581, 1.356], [-0.950, -2.302, 1.977], [-1.416, 0.250, -1.241], [1.847, 0.082, 0.701], [0.611, 1.610, -0.727]],
  "atomic_forces_ev_per_a": [[-1.6640, -1.8399, 0.5418], [2.4487, 1.7364, 0.2676], [-0.2461, 0.3198, -0.3898], [-1.1944, -0.2258, 0.2105], [0.7739, 0.6087, -0.8309], [0.4570, -0.1854, 0.7448], [1.0770, 1.4402, -0.6017], [-1.6521, -1.8540, 0.0576]],
  "max_force_ev_per_a": 3.014,
  "energy_ev": -36656.7066,
  "de_lowest_kj_mol": 216.4,
  "gap_ev": [6.579, 7.212],
  "e_lumo_ha": [-0.081, -0.064]
}


Record 3
{
  "formula": "C10H13N2O",
  "method": "ωB97M-V/def2-TZVPD",
  "species": ["C", "C", "O", "C", "C", "C", "C", "N", "C", "C", "C", "C", "N", "H", "H", "H", "H", "H", "H", "H", "H", "H", "H", "H", "H", "H"],
  "xyz": [[3.032, 2.279, 0.289], [2.966, 0.963, -0.444], [2.152, 0.066, 0.442], [1.126, -0.638, 0.217], [0.592, -1.786, 0.670], [-0.784, -1.861, 0.533], [-1.652, -3.018, 1.028], [-1.279, -0.743, 0.038], [-2.575, -0.362, -0.143], [-2.931, 0.848, -0.620], [-1.887, 1.710, -1.135], [-0.623, 1.276, -0.901], [-0.269, 0.137, -0.202], [3.966, 2.738, 0.073], [2.155, 2.918, 0.136], [3.231, 1.963, 1.269], [3.975, 0.606, -0.575], [2.439, 1.130, -1.416], [1.047, -2.680, 0.979], [-0.962, -3.860, 0.997], [-2.104, -2.796, 1.957], [-2.303, -3.294, 0.250], [-3.304, -1.068, 0.083], [-3.966, 1.046, -0.479], [-2.274, 2.576, -1.819], [0.232, 1.851, -1.227]],
  "atomic_forces_ev_per_a": [[-0.2085, -0.7039, -0.6810], [-1.6875, 1.1591, -1.0289], [1.9310, 0.2897, -0.1439], [-4.2410, 2.6380, -1.1788], [-0.1689, -0.7828, -0.4860], [-1.4278, -0.9577, 0.8105], [2.5657, 0.7221, -1.7193], [1.4674, -0.3775, 0.0337], [-0.6227, 1.4466, -0.5189], [1.4222, -0.9148, 0.5083], [-1.5326, 0.3511, -0.7503], [0.8016, 1.3253, -0.5914], [1.5935, -0.4234, 0.3080], [0.5388, 0.9334, -0.8365], [0.4051, -0.1209, 0.3675], [-0.4644, 0.1096, 1.9206], [-0.0949, -0.9190, 0.0313], [0.5124, -0.8060, 0.6488], [1.2241, -0.5311, 0.5909], [-0.0941, -0.1558, 0.9135], [-0.5126, -0.1133, 0.9548], [-1.5173, -0.0864, -0.7113], [-0.8838, -1.2039, 0.7092], [-0.6279, 0.6033, -0.7016], [1.6215, -1.4563, 1.6134], [0.0008, -0.0256, -0.0628]],
  "max_force_ev_per_a": 5.132,
  "smiles": "CCOc1cc(C)[n+]2ccccn12",
  "energy_ev": -15598.6179,
  "de_lowest_kj_mol": 451.5,
  "gap_ev": 8.090,
  "total_charge": 1,
  "e_lumo_ha": -0.134
}


Record 4
{
  "formula": "C33H86BN16O19",
  "method": "ωB97M-V/def2-TZVPD",
  "species": ["O", "C", "O", "B", "O", "C", "O", "O", "C", "O", "C", "O", "O", "C", "C", "C", "O", "C", "N", "H", "H", "H", "H", "H", "H", "H", "H", "H", "H", "H", "C", "C", "C", "O", "C", "N", "H", "H", "H", "H", "H", "H", "H", "H", "H", "H", "H", "C", "C", "C", "O", "C", "N", "H", "H", "H", "H", "H", "H", "H", "H", "H", "H", "H", "C", "C", "C", "O", "C", "N", "H", "H", "H", "H", "H", "H", "H", "H", "H", "H", "H", "C", "C", "C", "O", "C", "N", "H", "H", "H", "H", "H", "H", "H", "H", "H", "H", "H", "C", "C", "C", "O", "C", "N", "H", "H", "H", "H", "H", "H", "H", "H", "H", "H", "H", "C", "O", "N", "N", "H", "H", "H", "H", "C", "O", "N", "N", "H", "H", "H", "H", "C", "O", "N", "N", "H", "H", "H", "H", "C", "O", "N", "N", "H", "H", "H", "H", "C", "O", "N", "N", "H", "H", "H", "H"],
  "xyz": [[-4.664, 0.678, -1.702], [-3.482, 0.525, -1.341], [-2.888, 1.365, -0.542], [-1.499, 0.926, -0.267], [-1.410, -0.316, -0.960], [-2.527, -0.611, -1.602], [-2.760, -1.618, -2.240], [-1.188, 0.713, 1.158], [-0.127, 1.320, 1.508], [0.376, 1.360, 2.648], [0.358, 2.016, 0.206], [-0.479, 1.847, -0.788], [1.414, 2.633, 0.222], [2.564, 3.766, 3.265], [1.532, 4.415, 4.209], [1.551, 5.934, 4.285], [2.836, 6.537, 4.698], [3.031, 6.542, 6.111], [0.235, 3.969, 3.746], [2.376, 3.839, 2.193], [2.575, 2.700, 3.490], [3.575, 4.031, 3.574], [1.724, 3.949, 5.175], [0.745, 6.254, 4.946], [1.312, 6.385, 3.323], [4.026, 6.968, 6.240], [2.979, 5.506, 6.444], [2.418, 7.203, 6.725], [0.024, 4.296, 2.815], [0.284, 2.962, 3.677], [7.714, -2.172, -1.730], [6.461, -1.439, -1.344], [6.562, 0.009, -1.022], [5.342, 0.348, -0.317], [5.092, 1.711, -0.150], [5.502, -1.579, -2.399], [8.571, -1.724, -1.226], [7.974, -2.211, -2.788], [7.605, -3.183, -1.339], [6.119, -1.911, -0.423], [6.740, 0.591, -1.927], [7.424, 0.189, -0.379], [4.872, 2.195, -1.102], [5.797, 2.310, 0.427], [4.115, 1.719, 0.333], [4.677, -1.126, -2.032], [5.443, -2.588, -2.388], [1.993, -5.517, 1.040], [2.662, -4.802, 2.200], [1.531, -4.130, 2.991], [1.232, -2.977, 2.378], [0.324, -2.191, 3.153], [3.422, -5.765, 3.034], [1.415, -4.805, 0.452], [1.328, -6.352, 1.263], [2.635, -5.995, 0.300], [3.404, -4.119, 1.787], [1.961, -3.978, 3.981], [0.726, -4.847, 3.155], [0.307, -1.154, 2.819], [0.673, -2.131, 4.184], [-0.663, -2.648, 3.084], [3.846, -5.224, 3.774], [4.291, -5.959, 2.558], [-5.419, 4.248, -5.247], [-5.099, 2.727, -4.969], [-3.880, 2.296, -4.094], [-2.752, 2.620, -4.871], [-1.479, 2.228, -4.279], [-6.366, 2.059, -4.584], [-4.614, 4.679, -5.842], [-5.463, 4.659, -4.238], [-6.367, 4.563, -5.682], [-4.827, 2.342, -5.952], [-3.805, 1.217, -3.955], [-3.735, 2.735, -3.107], [-1.218, 2.721, -3.342], [-0.713, 2.566, -4.977], [-1.452, 1.144, -4.174], [-6.682, 2.398, -3.687], [-6.219, 1.065, -4.491], [-3.585, -1.167, -6.121], [-4.875, -1.608, -5.408], [-4.743, -3.079, -4.975], [-4.953, -3.914, -6.130], [-4.916, -5.344, -5.887], [-5.164, -0.742, -4.254], [-2.679, -1.325, -5.535], [-3.532, -0.080, -6.185], [-3.364, -1.610, -7.092], [-5.705, -1.595, -6.115], [-5.409, -3.473, -4.207], [-3.804, -3.225, -4.441], [-5.729, -5.556, -5.192], [-3.983, -5.539, -5.357], [-5.128, -6.033, -6.704], [-5.878, -1.095, -3.634], [-4.365, -0.657, -3.641], [3.080, -0.302, 4.312], [3.863, -0.694, 5.609], [3.435, -2.140, 6.003], [2.038, -2.261, 6.053], [1.316, -1.445, 6.932], [5.264, -0.636, 5.241], [3.382, 0.708, 4.033], [2.002, -0.386, 4.447], [3.359, -0.923, 3.461], [3.773, 0.030, 6.419], [3.808, -2.432, 6.984], [3.814, -2.919, 5.341], [0.418, -1.103, 6.418], [1.861, -0.525, 7.146], [1.206, -1.815, 7.951], [5.890, -0.568, 6.031], [5.453, 0.201, 4.708], [-0.612, -4.694, -1.817], [-0.059, -4.033, -2.706], [-0.431, -5.941, -1.604], [-1.578, -4.151, -1.141], [0.301, -6.414, -2.114], [-0.821, -6.388, -0.786], [-1.927, -3.206, -1.214], [-2.190, -4.820, -0.695], [-7.002, 3.222, -1.101], [-7.543, 2.613, -1.963], [-5.831, 2.956, -0.557], [-7.594, 4.244, -0.530], [-5.220, 2.323, -1.054], [-5.370, 3.563, 0.105], [-6.968, 4.830, 0.004], [-8.422, 4.658, -0.933], [2.366, -1.173, -0.660], [2.753, -0.746, -1.668], [2.876, -0.958, 0.483], [1.286, -1.875, -0.506], [2.432, -1.356, 1.298], [3.638, -0.295, 0.497], [0.788, -2.334, -1.255], [0.962, -2.121, 0.419], [2.789, 4.006, -2.922], [3.389, 4.510, -3.843], [2.073, 2.894, -3.076], [2.615, 4.535, -1.770], [1.992, 2.570, -4.029], [1.593, 2.416, -2.327], [1.980, 4.124, -1.100], [2.984, 5.403, -1.409], [-4.535, -1.100, 2.386], [-5.402, -1.691, 2.914], [-4.768, -0.194, 1.498], [-3.315, -1.140, 2.739], [-3.915, 0.155, 1.085], [-5.696, 0.133, 1.270], [-2.606, -0.799, 2.107], [-3.081, -1.383, 3.691]],
  "atomic_forces_ev_per_a": [[3.3897, -1.1675, 0.6378], [-4.1413, 0.8991, -0.7254], [0.8128, 1.0267, 0.9675], [-0.3906, 0.0469, -0.7563], [-0.1132, -1.6544, -0.7639], [0.1926, -1.4615, -0.8299], [0.2839, 1.1592, 0.7963], [-2.4918, -1.1908, 0.0306], [2.3692, 1.1051, 2.4159], [-1.2520, -0.5364, -3.4156], [2.9655, 1.4579, 1.2726], [0.0449, 0.0803, 1.0060], [-1.5496, -0.5727, -0.7509], [0.9750, -0.2055, 1.1462], [0.7596, -0.5795, -1.5959], [0.9469, 0.6601, 0.4950], [-1.7422, -0.2947, 0.0213], [0.7842, -0.2170, -0.8599], [-1.0932, 0.2194, 1.0144], [0.0336, 0.4568, 0.1350], [-0.4357, -0.1853, -0.1694], [0.2609, 0.5684, -0.4921], [-0.2007, 0.3152, 0.3428], [0.0279, 0.0625, 0.3181], [0.2349, -0.1685, -0.2220], [0.2398, -0.4338, 0.0850], [0.1079, 0.0985, 0.5582], [-0.8183, -0.0607, -0.3782], [0.2236, 0.1972, -0.1645], [-0.2369, 0.0319, -0.0213], [1.0925, 0.0064, 0.5905], [0.2586, 0.3363, -0.0881], [0.2321, 0.5484, 0.8716], [1.6880, -0.2899, -0.5231], [-1.5141, 0.2923, -0.4218], [0.4429, -0.3960, 0.1096], [0.2158, -0.1221, 0.1644], [-0.4545, 0.1733, -0.0753], [0.2814, -0.2002, -0.2646], [-0.1732, -0.0552, 0.4498], [-0.5113, 0.2557, -0.1767], [0.1007, 0.1393, 0.3885], [0.4276, 0.1451, -0.2989], [0.3875, -0.3235, 0.0914], [0.0198, 0.3868, 0.4237], [-1.0043, -0.4200, -0.4814], [-1.2966, -0.2170, -0.7987], [-0.0808, -0.3927, -1.3693], [-0.2269, -1.5257, -0.5925], [2.8052, -2.2043, 1.3231], [-1.1649, 2.6818, -0.7417], [0.0671, 0.0304, 0.0382], [0.0016, 0.3440, 0.2881], [-0.0872, 0.1795, 0.0691], [-0.1874, 0.1763, 0.8809], [0.7123, 0.2817, 0.0883], [-0.5444, 0.7981, -0.0032], [-0.1518, 0.4613, 0.5196], [-0.5221, 0.0319, -0.3570], [-0.0237, -0.1596, -0.5016], [-0.0989, -0.3539, 0.1267], [-0.2094, 0.1333, 0.1665], [-0.3978, 0.2664, 0.8162], [-0.0485, -0.6191, -0.7723], [1.2020, -0.6837, 1.5834], [-1.6912, -0.6317, -0.7203], [0.5090, 0.6473, -0.8393], [2.1419, 0.4798, 0.2046], [-1.0357, 0.5634, -1.0761], [0.5793, 0.6835, -0.3816], [0.0924, 0.2262, 0.3235], [0.3251, 0.7352, 0.0554], [-0.1006, -1.0550, -0.2868], [0.0540, -0.3527, -0.0654], [-0.8793, -0.0377, -0.0802], [-0.5921, 0.4940, 0.2942], [-0.5285, 0.0547, 0.3363], [-0.0639, -0.2703, -0.1500], [0.1197, -0.1972, 0.1212], [-0.1426, 0.0019, 0.1199], [0.2371, -0.1329, 0.0355], [0.4113, 0.7807, 0.5232], [0.2531, -1.0045, 0.5530], [-0.1996, -1.1348, -0.2175], [0.4447, -0.7237, -0.8645], [-0.3165, 1.5431, 1.6819], [0.2609, -0.1131, -0.5408], [-0.0765, -0.6553, 0.4908], [-0.5480, 0.2050, -0.4957], [-0.5338, -0.0697, 0.0312], [-0.1175, 0.3356, 0.0323], [-0.9909, 0.7004, 0.1463], [0.8274, -0.1498, -0.5923], [-0.1336, -0.1353, 0.4370], [0.1692, -0.5371, -0.2677], [0.5160, 0.8358, -0.6481], [-0.3375, -0.2880, -0.2266], [0.2198, -0.1326, -0.1748], [0.2913, 0.2005, 0.9807], [-0.0395, -0.6092, -1.5170], [0.1628, 0.8775, 1.0774], [-0.7319, -0.8672, -0.5459], [1.0035, 1.3812, 0.1703], [1.0580, -0.4838, -0.3016], [-0.3533, 0.1650, 0.0345], [0.1540, 0.3524, -0.0374], [0.1703, -0.3674, 0.2271], [-1.0423, -0.1040, 0.1148], [0.4588, 0.2218, 0.3596], [-0.0791, 0.3993, -0.4980], [-0.3368, -0.4692, 0.3988], [0.1631, 0.3448, -0.3010], [-0.5942, -0.8305, -0.1767], [-0.0766, -0.2119, 0.2865], [-0.1146, 0.0418, -0.2419], [0.6226, 4.6611, -3.9875], [1.0467, -0.4506, 0.2853], [1.3504, -5.2975, 0.8542], [-3.2817, 0.5155, 3.3931], [-0.1962, 0.1416, 0.1883], [0.2874, -0.0083, -0.2592], [0.4240, -0.1691, -0.6891], [-0.1933, 0.5545, 0.2478], [-0.1873, 0.2390, 0.2828], [-1.1211, -2.1503, -2.4559], [3.0949, -0.9402, 0.7832], [-1.2863, 3.4294, 2.0327], [-0.1895, -0.2657, 0.0505], [-0.3185, -0.0650, -0.2198], [-0.6816, 0.3279, -0.0208], [0.3215, -0.2521, 0.0023], [-2.2611, -1.1844, 0.6094], [2.3187, 2.2483, -5.8150], [3.4370, 1.8084, 5.3690], [-4.8689, -3.2717, -0.2027], [0.6433, 0.2993, 0.0895], [0.0756, -0.3591, 0.5171], [0.2508, 0.2843, -0.3469], [0.1588, -0.1820, -0.3079], [-0.4258, -0.2997, -2.8516], [1.3755, 0.6857, -1.2007], [-1.0193, -2.2876, -0.9822], [-0.6156, 2.5945, 5.9863], [0.0845, -0.2343, 0.4298], [0.1972, 0.0630, -0.2647], [0.1721, -0.3290, -0.2045], [0.4094, -0.2101, -0.9423], [-2.6445, 0.5451, 0.3069], [-3.6730, -2.9071, 2.5834], [-0.1072, 2.9747, -3.9985], [6.7303, -1.0657, 1.7069], [-1.0028, 0.9627, -0.2757], [0.4040, -0.3185, -0.3144], [0.2271, 0.1425, 0.7348], [0.0508, -0.2986, -0.5240]],
  "max_force_ev_per_a": 7.025,
  "energy_ev": -99042.1343,
  "de_lowest_kj_mol": 0.0,
  "gap_ev": 7.454,
  "total_charge": -1,
  "e_lumo_ha": 0.052
}


Q: Number 2 is which compound?
A: C2H2OS3